No. 1
{"formula": "C6H11NO", "method": "wB97M-V/def2-TZVPD", "species": ["C", "N", "C", "C", "C", "C", "C", "O", "H", "H", "H", "H", "H", "H", "H", "H", "H", "H", "H"], "positions_angstrom": [[-2.8306, 0.1967, -0.6476], [-1.7892, 0.6489, -1.1752], [-0.5991, 0.8948, -0.4841], [-0.5515, 1.8188, 0.4783], [0.5752, 0.0796, -0.9408], [0.7027, -1.2670, -0.1440], [1.2569, -1.0462, 1.2423], [2.6706, -0.8806, 1.0571], [-3.7027, 0.1158, -1.2980], [-2.9553, -0.1159, 0.3909], [0.3612, 2.1671, 0.9522], [-1.4637, 2.3001, 0.8217], [1.4782, 0.6282, -0.7616], [0.4335, -0.1331, -2.0096], [-0.2572, -1.7759, -0.2086], [1.4764, -1.8178, -0.6683], [1.1189, -1.9538, 1.8380], [0.8630, -0.2080, 1.8281], [3.0974, -0.7678, 1.9226]], "atomic_forces_ev_per_a": [[-0.64, -0.09, -0.28], [0.30, 0.00, -0.38], [0.19, 0.09, 0.65], [-0.24, 0.19, 0.28], [-0.63, -0.61, 0.16], [-0.14, 1.57, -0.83], [0.54, -0.77, 0.55], [0.32, 0.32, 0.40], [-0.04, -0.11, 0.18], [0.28, 0.08, 0.17], [0.02, -0.31, -0.19], [0.08, 0.04, -0.22], [0.56, 0.36, -0.18], [0.29, 0.06, 0.26], [0.07, -0.26, 0.35], [-0.12, -0.51, -0.06], [-0.25, -0.03, 0.05], [-0.29, 0.01, -0.44], [-0.29, -0.03, -0.46]], "mulliken_charge": [-0.3351, -0.4435, 0.6656, -0.9752, -0.9797, -0.5584, -0.4092, -0.5337, 0.2757, 0.2820, 0.3516, 0.2847, 0.4066, 0.3363, 0.4104, 0.3207, 0.2935, 0.3240, 0.2839], "orbital_gap_ev": 9.7, "smiles": "C=NC(=C)CCCO", "lumo_energy_ev": 0.9168}

No. 2
{"formula": "H4N2O2P", "method": "wB97M-V/def2-TZVPD", "species": ["N", "N", "O", "O", "P", "H", "H", "H", "H"], "positions_angstrom": [[0.0357, -1.8757, 0.2774], [-0.1257, 2.1232, 0.2603], [-1.3437, 0.2040, 1.6789], [-1.5572, 0.1619, -0.9179], [-0.7557, 0.2462, 0.3244], [-0.2919, -2.0347, -0.6742], [-0.7599, -2.0880, 0.8778], [0.4039, 2.2473, -0.6006], [0.5193, 2.2131, 1.0441]], "atomic_forces_ev_per_a": [[0.17, -1.35, -0.07], [-0.72, -0.96, 0.09], [-0.75, -0.87, 1.37], [-0.92, -1.01, -1.38], [2.40, 5.12, 0.04], [-0.13, -0.26, -0.14], [-0.15, -0.44, 0.13], [0.07, -0.16, 0.12], [0.03, -0.07, -0.17]], "lowdin_spin": [0.8512, 0.2584, 0.1825, 0.2471, 0.4050, 0.0213, 0.0239, 0.0054, 0.0053], "orbital_gap_ev": [6.3, 6.8], "lumo_energy_ev": [4.9194, 2.0040], "total_charge": -1, "multiplicity": 3}